# C7H18NOPS

An isolated molecule of C7H18NOPS (ωB97M-V with the def2-TZVPD basis set, the OMol25 dataset).

XYZ file:
```
29
Properties=species:S:1:pos:R:3:forces:R:3
H -1.72371 -0.64995 2.89169 0.0 0.0 -0.1
H -1.94926 1.93212 2.67425 -1.2 0.1 0.6
H 2.89795 -2.48991 0.49334 -0.3 1.0 2.0
H -0.47090 -1.45261 1.85960 -0.1 1.8 1.7
S 0.97253 0.93095 0.77347 -0.7 -0.4 0.1
H 0.60241 1.66036 -2.04533 0.4 -1.7 -0.9
H -1.18282 0.96611 -3.67821 0.6 -1.0 0.0
H 3.15063 -0.34877 -0.97973 1.7 2.1 0.2
C 2.79035 -2.29510 -0.53199 2.5 -0.3 -1.4
H -0.11244 -0.40717 3.44693 0.6 -0.1 -0.2
H 3.77998 -2.83437 -0.86689 -1.7 1.6 -0.4
C -0.69936 0.71827 1.63824 -1.0 -0.4 -2.5
C 0.55112 0.54820 -2.35029 -0.2 0.8 -0.8
C -0.95907 1.99571 2.30242 0.7 1.2 1.7
O -0.11636 -1.53972 -0.66250 -0.6 -0.8 0.3
H -1.96018 1.56869 -0.06553 0.8 -0.6 0.5
H -0.31919 2.09743 3.17247 0.3 0.4 0.2
H -1.78555 -0.13288 -0.01768 0.2 -3.5 -2.5
H -0.91502 2.90684 1.70109 0.3 -0.4 -0.2
C -0.85151 0.26258 -2.88009 -2.2 1.6 1.7
C -0.69537 -0.51087 2.53931 -0.7 -1.5 -1.7
H 1.23878 0.19653 -3.17407 -0.1 0.8 1.3
C -1.88195 0.65232 0.57749 -0.4 3.7 1.9
H -1.13967 -0.78893 -2.97811 0.5 0.3 -0.6
H -1.54844 0.60550 -2.06008 0.4 -0.4 -0.7
H 1.99509 -2.86442 -0.82529 -1.8 -2.1 -0.8
H -2.91484 0.67787 0.98883 0.8 -0.5 0.6
P 0.81290 -0.42755 -0.83862 2.8 0.3 -0.7
N 2.43390 -0.97724 -1.10470 -1.6 -2.0 0.7
```
Forces are in eV/Å.

Charge ... 0
Frontier orbital gap ... 9.82 eV
Relative energy (zero: lowest compared OMol25 entry of this formula, charge and spin) ... 33.2 kJ/mol
Structure (SMILES) ... CC[P@@](=O)(NC)SC(C)(C)C
HOMO energy ... -9.12 eV
E_tot ... -1147.04869 hartree
Maximum force ... 0.085 Eh/bohr

Results of the Mulliken charge analysis, in e, for atoms 1 through 6: number 1, H, carries 0.3700; number 2, H, carries 0.4773; number 3, H, carries 0.3495; number 4, H, carries 0.2880; number 5, S, carries -0.3312; number 6, H, carries 0.2947